10
Properties=species:S:1:pos:R:3:forces:R:3:nbo_charge:R:1 method="wB97M-V/def2-TZVPD" total_energy_ha=-450.67528 max_force_ev_per_a=2.56 e_homo_ev=-10.85 e_above_lowest_kcal_mol=80.3 e_lumo_ev=-1.0 mol_weight_g_mol=114.1 smiles="N#CC(=O)N(O)C=O"
N -2.5988 -0.3699 -0.0180 0.86 -0.46 -0.10 -0.17
C -1.4736 -0.6235 -0.0443 -1.13 0.43 0.22 0.17
C -0.0542 -0.8914 0.0016 2.19 -1.33 -0.19 0.56
O 0.4578 -2.0110 0.0631 -1.07 1.37 -0.01 -0.54
N 0.7928 0.2062 -0.0694 -1.53 -0.94 0.20 -0.17
O 2.1430 -0.0240 -0.0314 0.33 -0.07 -0.03 -0.51
C 0.4457 1.5344 0.0149 -0.56 1.55 -0.15 0.52
O -0.6592 2.0228 0.0534 0.82 -0.96 -0.01 -0.51
H 2.2403 -0.9861 0.0968 -0.31 -0.04 -0.02 0.51
H 1.3613 2.1125 0.0000 0.40 0.45 0.10 0.14